{
  "formula": "C26H35BrFO11PS",
  "method": "wB97M-V/def2-TZVPD",
  "gap_ev": 7.66,
  "lumo_energy_ev": -1.389,
  "homo_energy_ha": -0.3325,
  "charge": 0,
  "smiles": "CCOCCOCCOCc1ccc(COCC)c2c1C(=O)C([C@@H](Br)CC)=C(P(O)(O)=S)C2=O.O=C1OC[C@@H](F)O1",
  "energy_ha": -5252.81187,
  "elements": ["C", "C", "O", "C", "C", "O", "C", "C", "O", "C", "C", "C", "C", "C", "C", "O", "C", "C", "C", "C", "C", "O", "C", "C", "Br", "C", "C", "C", "P", "O", "O", "S", "C", "O", "H", "H", "H", "H", "H", "H", "H", "H", "H", "H", "H", "H", "H", "H", "H", "H", "H", "H", "H", "H", "H", "H", "H", "H", "H", "H", "H", "H", "H", "H", "H", "H", "O", "C", "O", "C", "C", "F", "O", "H", "H", "H"],
  "coordinates": [[3.860524, 4.831829, -0.072852], [3.840380, 4.583193, 1.425025], [4.625819, 3.458259, 1.768758], [3.965455, 2.215371, 1.794013], [4.591540, 1.277327, 0.752330], [4.889827, -0.005364, 1.258689], [3.825208, -0.869714, 1.529980], [3.226294, -1.559443, 0.315718], [2.089841, -0.867386, -0.200801], [1.606952, -1.524663, -1.385166], [0.140558, -1.861465, -1.302326], [-0.178585, -3.113360, -0.762537], [-1.496275, -3.548183, -0.649935], [-2.557093, -2.766739, -1.114727], [-3.962643, -3.305278, -0.941854], [-4.121778, -3.766419, 0.379556], [-4.733998, -2.836921, 1.261969], [-3.721379, -2.029130, 2.050043], [-2.240435, -1.516613, -1.663931], [-0.910270, -1.053497, -1.729679], [-0.688888, 0.308476, -2.283863], [0.301645, 0.624752, -2.884993], [-1.799798, 1.291135, -2.019156], [-1.443105, 2.711070, -1.747464], [-0.515292, 2.635786, -0.017784], [-0.556520, 3.422007, -2.779710], [-0.977767, 3.183523, -4.217386], [-3.056191, 0.825624, -1.967686], [-4.514228, 1.824989, -1.581772], [-4.543635, 3.083258, -2.572752], [-5.788344, 0.944189, -1.953883], [-4.548999, 2.281410, 0.271829], [-3.280751, -0.622690, -2.213950], [-4.223652, -1.018869, -2.857289], [4.875842, 4.664385, -0.421363], [3.190287, 4.166397, -0.609249], [3.601400, 5.862677, -0.297482], [4.277156, 5.447041, 1.921299], [2.826611, 4.470164, 1.804630], [4.097429, 1.745037, 2.768587], [2.895403, 2.306521, 1.604488], [4.013699, 1.236811, -0.172132], [5.552378, 1.717669, 0.506351], [4.246027, -1.656935, 2.151169], [3.011057, -0.402644, 2.095425], [3.996424, -1.634555, -0.451102], [2.890193, -2.549046, 0.634484], [1.866998, -0.956652, -2.269956], [2.115549, -2.482356, -1.467419], [0.618896, -3.753716, -0.416880], [-1.732310, -4.498991, -0.198244], [-4.093198, -4.150419, -1.615672], [-4.707424, -2.567590, -1.207855], [-5.426255, -2.170987, 0.745082], [-5.329760, -3.420983, 1.960381], [-3.290136, -1.211917, 1.477838], [-4.230496, -1.614812, 2.918151], [-2.935805, -2.672408, 2.430598], [-2.309211, 3.327144, -1.558959], [-0.655128, 4.487394, -2.580733], [0.480114, 3.171628, -2.597300], [-1.957523, 3.606240, -4.432909], [-0.263927, 3.679416, -4.869060], [-0.977878, 2.137059, -4.498240], [-4.415431, 2.846386, -3.501901], [-5.767722, 0.614718, -2.864709], [-0.949146, -3.180650, 3.386983], [0.183302, -2.963882, 3.648481], [0.661296, -1.790596, 4.126488], [2.045241, -1.964889, 4.446852], [2.419612, -3.144061, 3.576625], [3.365682, -3.927563, 4.148891], [1.202463, -3.860126, 3.493609], [2.148891, -2.207189, 5.505110], [2.609558, -1.063541, 4.222626], [2.745427, -2.876639, 2.570599]],
  "forces_ev_per_a": [[0.06, -0.06, 0.12], [0.08, 0.19, -0.25], [-0.08, 0.07, 0.31], [-0.06, -0.51, -0.44], [0.17, 0.37, 0.03], [0.22, -0.12, 0.06], [-0.31, -0.06, -0.28], [-0.37, 0.51, 0.09], [0.05, -0.11, -0.15], [0.22, -0.07, 0.20], [-0.09, -0.28, 0.09], [-0.77, 0.16, 0.01], [0.27, 0.40, -0.13], [0.42, 0.40, -0.32], [0.53, 0.01, 0.11], [-0.53, -0.15, -0.30], [0.21, 0.09, 0.51], [-0.23, -0.09, 0.14], [0.26, -0.50, 0.33], [-0.22, -0.32, 0.06], [-0.34, -0.22, 0.47], [0.47, 0.32, -0.33], [-0.39, 0.08, 0.08], [0.59, 0.27, -0.26], [0.05, 0.09, 0.11], [-0.29, 0.11, 0.33], [0.16, 0.07, -0.14], [-0.10, 0.23, -0.57], [-0.49, 0.00, 1.27], [0.22, -0.06, -0.28], [0.13, 0.26, -0.38], [0.12, 0.16, -0.22], [0.44, -0.04, 0.06], [-0.39, -0.20, -0.30], [0.12, 0.00, -0.13], [-0.10, -0.10, -0.11], [-0.19, 0.10, -0.06], [0.14, -0.03, 0.19], [-0.20, -0.03, 0.05], [0.07, 0.06, 0.22], [-0.15, 0.26, 0.08], [-0.24, -0.16, -0.03], [0.18, -0.03, -0.05], [0.24, 0.02, 0.14], [-0.02, 0.22, 0.02], [0.15, -0.23, -0.08], [0.13, -0.30, -0.23], [-0.07, 0.27, 0.00], [0.13, -0.18, -0.09], [0.10, -0.09, 0.03], [0.08, -0.11, 0.09], [-0.04, -0.15, -0.03], [-0.21, 0.18, 0.01], [-0.06, -0.03, -0.30], [-0.03, -0.20, 0.00], [0.11, 0.08, -0.09], [-0.01, 0.26, 0.06], [0.10, -0.04, -0.08], [-0.30, -0.14, 0.12], [0.08, 0.14, 0.15], [0.17, -0.23, -0.22], [-0.14, 0.04, 0.04], [0.02, 0.09, -0.16], [0.00, -0.23, 0.05], [-0.01, 0.09, -0.01], [-0.02, -0.34, 0.11], [0.08, -0.10, 0.10], [-0.03, 0.02, 0.03], [0.12, -0.05, 0.00], [0.02, 0.18, 0.05], [-0.10, -0.16, 0.19], [-0.05, -0.01, 0.00], [0.01, 0.17, -0.23], [0.05, -0.11, -0.01], [-0.16, 0.04, -0.06], [0.00, -0.16, 0.17]]
}